(1)
# F2N2

One molecule with the formula F2N2 (ωB97M-V/def2-TZVPD, the Open Molecules 2025 dataset).

Last column: Löwdin charge in e.
Positions of all 4 atoms, in Å:
N (-0.0614, -0.3311, -0.4624)  0.000
N (0.0426, 0.3232, 0.5629)  0.072
F (-1.0374, -1.1971, -0.3170)  -0.004
F (1.0563, 1.2049, 0.2165)  -0.068

Its LUMO energy is 0.06 eV. The calculation puts the energy relative to the best compared isomer or geometry (same formula, charge and spin) at 0.0 kJ/mol. The net charge is 0. As for the SMILES: F/N=N/F. The gap between HOMO and LUMO comes out at 12.81 eV. The highest occupied orbital energy comes out at -12.75 eV.

(2)
# C4H11N3S

One molecule with the formula C4H11N3S (ωB97M-V/def2-TZVPD, the Open Molecules 2025 dataset).

Last column: Löwdin charge in e.
Positions of all 19 atoms, in Å:
C (1.1608, 0.6748, 1.5120)  -0.069
C (0.6193, -0.2671, 0.4598)  -0.407
C (1.5122, -0.2864, -0.8222)  -0.260
C (-1.2718, 1.2469, -0.3157)  -0.350
H (1.2850, 1.7111, 1.1282)  0.078
H (0.4602, 0.7536, 2.3709)  0.093
H (2.1031, 0.3504, 1.9797)  0.078
H (0.5792, -1.3034, 0.8400)  0.113
H (1.6646, 0.7691, -1.1137)  0.111
H (1.0337, -0.8816, -1.6139)  0.116
H (2.7939, -1.7489, -0.2009)  0.075
H (3.4038, -0.2108, -0.0023)  0.080
H (-1.6076, -1.7538, -1.1018)  -0.139
H (-2.3693, 1.2201, -0.4919)  0.091
H (0.2591, 2.3096, -0.5146)  -0.008
N (2.8414, -0.8188, -0.6298)  -0.013
N (-0.8149, -0.0032, 0.1380)  -0.506
N (-0.7326, 2.3730, -0.6286)  0.094
S (-1.9241, -1.2676, 0.0975)  0.821

Its LUMO energy is 0.64 eV. The calculation puts the energy relative to the best compared isomer or geometry (same formula, charge and spin) at 120.7 kJ/mol. The net charge is 0. As for the SMILES: [H]/N=C\N(S)[C@H](C)CN. The gap between HOMO and LUMO comes out at 9.68 eV. The highest occupied orbital energy comes out at -9.05 eV.

(3)
# C55H36N7S3V

C55H36N7S3V as an isolated structure (ωB97M-V/def2-TZVPD, the Open Molecules 2025 dataset).

Last column: Löwdin charge in e.
Positions of all 102 atoms, in Å:
V (-0.6023, -0.2790, -0.0019)  0.911
C (-3.2143, -3.8451, -5.4749)  -0.113
C (-1.8622, -3.7288, -5.1799)  -0.093
C (-1.4229, -2.7885, -4.2634)  -0.021
C (-2.3219, -1.9293, -3.6212)  -0.149
C (-3.6847, -2.0778, -3.9088)  -0.032
C (-4.1222, -3.0175, -4.8269)  -0.097
C (-1.8431, -0.9420, -2.6609)  -0.100
C (-0.5213, -1.0119, -2.0152)  -0.415
C (0.6701, -0.3708, -2.6822)  -0.393
C (1.7521, -0.6048, -1.6181)  -0.314
C (1.2652, -1.9315, -0.9588)  -0.148
C (1.7696, -2.5832, 0.1251)  -0.095
C (3.1844, -2.8225, 0.4454)  -0.169
C (3.6911, -2.4837, 1.7065)  -0.031
C (5.0184, -2.7130, 2.0209)  -0.088
C (5.8678, -3.3150, 1.0964)  -0.109
C (5.3689, -3.6866, -0.1420)  -0.104
C (4.0415, -3.4397, -0.4640)  -0.042
C (0.7882, -2.7125, 1.1983)  -0.266
N (0.0276, -1.6110, 1.4743)  0.047
C (-0.6266, -1.8763, 2.6538)  -0.236
C (-1.2266, -0.8205, 3.3685)  -0.074
C (-1.7002, -1.0529, 4.7547)  -0.174
C (-2.9936, -0.6770, 5.1254)  -0.037
C (-3.4754, -0.9304, 6.4006)  -0.094
C (-2.6729, -1.5669, 7.3376)  -0.111
C (-1.3796, -1.9309, 6.9890)  -0.092
C (-0.8990, -1.6739, 5.7137)  -0.038
C (-1.3721, 0.4492, 2.8332)  -0.253
C (-1.5834, 1.6359, 3.5995)  -0.030
C (-1.7582, 2.6667, 2.7327)  -0.049
C (-1.7605, 2.1141, 1.4098)  -0.257
N (-1.3640, 0.7846, 1.4724)  -0.012
C (-2.3605, 2.7081, 0.2812)  -0.136
C (-2.5808, 1.9327, -0.8654)  -0.284
C (-3.5771, 2.1067, -1.9040)  0.002
C (-3.5618, 1.0132, -2.7026)  -0.015
C (-2.4950, 0.1659, -2.2152)  -0.237
N (-1.9351, 0.7548, -1.0608)  -0.029
C (-2.9447, 4.0702, 0.3233)  -0.180
C (-3.7961, 4.4972, 1.3467)  -0.039
C (-4.3452, 5.7700, 1.3398)  -0.090
C (-4.0731, 6.6514, 0.3015)  -0.111
C (-3.2498, 6.2385, -0.7357)  -0.096
C (-2.6930, 4.9677, -0.7201)  -0.054
C (-0.3398, -3.2017, 3.0725)  -0.046
C (0.5658, -3.7105, 2.1607)  -0.034
N (-0.1284, -1.9690, -1.1396)  0.065
H (-3.5574, -4.5841, -6.1877)  0.091
H (-1.1437, -4.3785, -5.6648)  0.097
H (-0.3691, -2.7261, -4.0210)  0.106
H (-4.4012, -1.4632, -3.3802)  0.102
H (-5.1825, -3.1193, -5.0242)  0.096
H (0.9323, -0.8664, -3.6218)  0.088
H (3.0674, 0.5145, -2.8005)  0.139
H (3.0296, -2.0135, 2.4240)  0.123
H (5.3971, -2.4135, 2.9907)  0.097
H (6.9081, -3.4913, 1.3420)  0.090
H (6.0137, -4.1719, -0.8653)  0.097
H (3.6502, -3.7431, -1.4259)  0.109
H (-3.6236, -0.1924, 4.3904)  0.118
H (-4.4857, -0.6383, 6.6603)  0.095
H (-3.0512, -1.7752, 8.3308)  0.091
H (-0.7381, -2.4152, 7.7152)  0.096
H (0.1189, -1.9351, 5.4551)  0.116
H (-1.5652, 1.6836, 4.6767)  0.112
H (-1.9002, 3.7067, 2.9781)  0.099
H (-4.2293, 2.9633, -1.9900)  0.107
H (-4.1703, 0.8221, -3.5712)  0.097
H (-4.0490, 3.8069, 2.1401)  0.113
H (-5.0039, 6.0715, 2.1452)  0.097
H (-4.5032, 7.6450, 0.2980)  0.092
H (-3.0395, 6.9070, -1.5617)  0.096
H (-2.0507, 4.6549, -1.5361)  0.109
H (-0.7328, -3.6947, 3.9469)  0.092
H (1.0387, -4.6812, 2.1782)  0.100
S (1.7949, 1.7187, 1.7066)  0.625
C (2.2254, 0.8385, 0.3301)  -1.110
N (1.3643, 0.3111, -0.5025)  -0.074
C (3.1522, -0.4312, -2.2298)  -0.223
C (3.4965, -1.5037, -3.2252)  -0.032
C (4.7756, -1.8681, -3.4621)  -0.113
C (5.8452, -1.3521, -2.6836)  -0.091
C (5.5577, -0.5653, -1.5641)  -0.144
C (4.2739, -0.1913, -1.2694)  -0.472
S (3.9811, 0.7769, 0.1411)  0.978
H (2.6938, -1.9410, -3.8043)  0.105
H (4.9857, -2.6034, -4.2300)  0.100
H (6.8652, -1.6349, -2.9032)  0.091
H (6.3540, -0.2850, -0.8836)  0.104
S (0.3571, 1.3452, -3.3190)  1.074
C (1.1751, 2.4451, -2.2128)  -0.588
N (0.4453, 2.8947, -1.1628)  0.119
C (0.9447, 3.7517, -0.2695)  -0.088
C (2.1969, 4.2898, -0.5049)  -0.040
C (2.8820, 3.8126, -1.6015)  -0.096
N (2.3771, 2.9124, -2.4585)  0.102
H (-0.4537, 2.4330, -0.9580)  0.107
H (0.3010, 4.0103, 0.5586)  0.122
H (2.6389, 4.9899, 0.1847)  0.116
H (3.8874, 4.1508, -1.8199)  0.118

As for the expectation value of S²: 0.79. Its LUMO energy (alpha / beta) is 1.39 / 1.39 eV. The net charge is -1. The gap between HOMO and LUMO (alpha / beta) comes out at 4.26 / 4.25 eV. The highest occupied orbital energy (alpha / beta) comes out at -2.87 / -2.86 eV. The multiplicity is 2.

(4)
# C24H46Cl2N3O4SiV

C24H46Cl2N3O4SiV as an isolated structure (ωB97M-V/def2-TZVPD, the Open Molecules 2025 dataset).

Last column: Löwdin charge in e.
Positions of all 81 atoms, in Å:
C (-2.0063, -0.3050, -5.9625)  -0.030
C (-1.1821, -0.9017, -4.8471)  -0.338
H (-1.4959, -0.4183, -6.9242)  0.079
H (-2.1846, 0.7519, -5.8188)  0.022
H (-2.9893, -0.7837, -6.0438)  0.094
C (-0.1933, -1.8394, -5.0876)  -0.155
C (0.0793, -2.3653, -6.4434)  -0.169
H (0.4116, -2.2218, -4.2555)  0.060
H (0.6868, -1.6891, -7.0577)  0.057
H (-0.8576, -2.5367, -6.9918)  0.061
H (0.6269, -3.3137, -6.4020)  0.061
V (0.0202, 1.2268, 1.1696)  0.375
Cl (0.8626, 3.3872, 0.8182)  0.057
C (-1.1000, -1.6160, 1.9813)  -0.229
O (-0.4606, -0.8336, 1.2385)  -0.155
N (-0.4985, -2.6483, 2.5815)  -0.162
C (0.9234, -2.8560, 2.3570)  -0.018
C (-1.2223, -3.7408, 3.1984)  -0.038
H (-2.1843, -1.5043, 2.1563)  0.162
H (1.4564, -1.9020, 2.3979)  0.096
H (1.1042, -3.3283, 1.3838)  0.081
H (1.2742, -3.5227, 3.1457)  0.090
H (-2.1443, -3.3630, 3.6507)  0.095
H (-0.5677, -4.1695, 3.9643)  0.089
H (-1.4722, -4.5231, 2.4634)  0.095
H (1.9119, 3.5651, 5.4730)  0.096
H (-0.4135, 4.6737, 5.4307)  0.095
C (1.7549, 3.1425, 4.4738)  -0.024
C (-0.3879, 4.3950, 4.3700)  -0.038
N (0.3254, 3.1484, 4.1902)  -0.173
H (2.1518, 2.1278, 4.4307)  0.094
C (-0.2029, 2.1824, 3.4345)  -0.338
O (0.5119, 1.1917, 3.0593)  -0.160
H (-1.4017, 4.2607, 3.9860)  0.096
H (-1.3123, 2.1973, 3.3350)  0.135
H (2.3013, 3.7745, 3.7605)  0.097
H (0.1003, 5.2115, 3.8116)  0.103
H (2.2635, 0.7643, -3.0096)  0.073
H (2.6813, -2.1032, -3.2999)  0.093
C (3.1621, 0.4866, -2.4442)  -0.029
C (3.3078, -1.9726, -2.4019)  -0.050
N (2.9422, -0.7430, -1.6949)  -0.170
H (3.4527, 1.3091, -1.7843)  0.101
C (2.4831, -0.7131, -0.4192)  -0.309
O (2.2189, 0.3314, 0.2080)  -0.107
H (3.1896, -2.8527, -1.7641)  0.078
H (2.3723, -1.7158, 0.0369)  0.123
H (3.9533, 0.2870, -3.1747)  0.092
H (4.3499, -1.9201, -2.7507)  0.092
O (-0.8180, 0.2613, -3.7136)  -0.281
C (-1.7419, -0.7337, -3.4322)  -0.299
C (-0.0631, -2.0045, -2.0491)  -0.099
C (-1.3981, -1.7266, -2.3758)  -0.198
H (0.7053, -1.3410, -2.4716)  0.082
C (0.2415, -3.1449, -1.3001)  -0.091
H (-2.7757, -0.3690, -3.4478)  0.146
C (-2.4158, -2.4782, -1.7677)  -0.027
H (1.2836, -3.3905, -1.1166)  0.072
C (-0.7853, -3.9798, -0.8350)  -0.117
C (-2.1168, -3.5997, -0.9896)  -0.103
H (-3.4472, -2.1501, -1.9077)  0.112
H (-0.5332, -4.9215, -0.3301)  0.099
H (-2.9288, -4.1586, -0.5109)  0.099
Si (-0.8361, 2.4885, -2.9713)  0.565
Cl (-0.4135, 0.8401, -0.9806)  0.461
C (0.8772, 3.2571, -3.1024)  -0.176
C (-1.8189, 3.6380, -1.8374)  -0.225
C (-1.7843, 2.4432, -4.5476)  -0.214
H (1.7194, 2.5649, -2.9747)  -0.007
H (0.9538, 4.0702, -2.3514)  0.032
H (0.9448, 3.7207, -4.1023)  0.039
H (-1.0656, 2.1020, -5.3087)  0.050
H (-2.1500, 3.4365, -4.8401)  0.046
H (-2.6517, 1.7774, -4.4055)  0.044
H (-1.4576, 3.7090, -0.8027)  -0.027
H (-2.8810, 3.3852, -1.8292)  0.031
H (-1.7397, 4.6522, -2.2721)  0.042
C (-2.0784, 1.4110, 1.0749)  -0.276
H (-2.4141, 1.0636, 2.0610)  -0.012
H (-2.5078, 0.7700, 0.2960)  -0.013
H (-2.2367, 2.4832, 0.8919)  -0.003

As for the expectation value of S²: 2.03. Its LUMO energy (alpha / beta) is 0.14 / 0.13 eV. The calculation puts the energy relative to the best compared isomer or geometry (same formula, charge and spin) at 360.5 kJ/mol. The net charge is 0. The gap between HOMO and LUMO (alpha / beta) comes out at 5.00 / 4.99 eV. The highest occupied orbital energy (alpha / beta) comes out at -4.86 / -4.87 eV. The multiplicity is 3.

(5)
# C3H6N2O2S

One molecule with the formula C3H6N2O2S (ωB97M-V/def2-TZVPD, the Open Molecules 2025 dataset).

Last column: Löwdin charge in e.
Positions of all 14 atoms, in Å:
C (-1.1463, 0.0206, -0.0160)  -0.518
C (1.0418, -0.7676, -0.3163)  -0.168
C (1.4575, 0.5828, 0.3556)  -0.360
N (-0.3274, -1.0207, 0.1484)  0.012
N (0.5134, 1.6130, 0.2273)  0.004
O (-3.7415, -0.7062, 0.3036)  -0.450
O (-1.8644, 0.4027, -1.0974)  -0.205
S (-2.8238, 0.4144, 0.2590)  1.041
H (1.0982, -0.7578, -1.4186)  0.118
H (1.7953, -1.5364, -0.0356)  0.118
H (1.4245, 0.5463, 1.3863)  0.063
H (2.5404, 0.9073, -0.0750)  0.161
H (-0.4515, -1.6196, 0.9975)  0.173
H (0.4840, 1.9210, -0.7188)  0.010

Its LUMO energy (alpha / beta) is 0.37 / 0.37 eV. The calculation puts the energy relative to the best compared isomer or geometry (same formula, charge and spin) at 607.5 kJ/mol. The net charge is 0. The gap between HOMO and LUMO (alpha / beta) comes out at 8.87 / 8.87 eV. The highest occupied orbital energy (alpha / beta) comes out at -8.49 / -8.49 eV.

Summary of largest force on an atom in eV/A
2.06, 1.78, 1.34, 5.02, 3.43
(order as listed above)